{
  "formula": "C16H32F12N2O16S4",
  "method": "ωB97M-V with the def2-TZVPD basis set",
  "species": ["C", "O", "C", "C", "N", "H", "H", "C", "C", "O", "C", "H", "H", "H", "H", "H", "H", "H", "H", "H", "H", "H", "H", "H", "H", "C", "O", "C", "C", "N", "H", "H", "C", "C", "O", "C", "H", "H", "H", "H", "H", "H", "H", "H", "H", "H", "H", "H", "H", "H", "C", "F", "F", "F", "S", "O", "O", "O", "C", "F", "F", "F", "S", "O", "O", "O", "C", "F", "F", "F", "S", "O", "O", "O", "C", "F", "F", "F", "S", "O", "O", "O"],
  "positions_angstrom": [[-14.770122, -6.394243, 12.745442], [-15.987823, -6.506698, 11.984570], [-16.818396, -7.557192, 12.309751], [-17.360887, -8.011403, 11.032949], [-16.219222, -8.495638, 10.204344], [-15.543018, -8.801773, 10.870595], [-16.572226, -9.325458, 9.707321], [-15.748528, -7.509722, 9.246640], [-14.351934, -7.998468, 8.828406], [-13.581659, -8.453010, 9.849418], [-12.589070, -9.398941, 9.409964], [-14.433576, -7.328645, 13.250973], [-14.916980, -5.611575, 13.457377], [-14.013362, -6.002408, 12.062183], [-17.655947, -7.290835, 12.965320], [-16.283603, -8.331344, 12.881130], [-17.800701, -7.218334, 10.489528], [-18.102716, -8.786038, 11.101129], [-15.691708, -6.466115, 9.678711], [-16.494633, -7.564762, 8.349976], [-13.872462, -7.104853, 8.392353], [-14.543828, -8.772680, 8.059324], [-12.879064, -10.116799, 8.548768], [-12.304071, -9.853686, 10.357788], [-11.701915, -8.864625, 9.127855], [-18.067015, -14.286655, 12.470732], [-17.317846, -14.357503, 11.302585], [-17.374623, -13.197941, 10.493926], [-16.397294, -13.410805, 9.395350], [-14.983315, -13.337354, 9.857066], [-14.859692, -12.646277, 10.635757], [-14.738050, -14.201506, 10.364787], [-14.030996, -12.943881, 8.784032], [-12.621145, -13.026116, 9.360011], [-12.321661, -14.400550, 9.778993], [-11.091076, -14.592686, 10.439659], [-17.961940, -15.165423, 13.062006], [-19.129317, -14.058696, 12.137738], [-17.712296, -13.412689, 13.001144], [-17.106050, -12.269744, 11.048234], [-18.376266, -13.001947, 10.081702], [-16.626994, -12.564023, 8.764778], [-16.581994, -14.356801, 8.853936], [-14.268122, -11.928086, 8.484476], [-14.221396, -13.554131, 7.885507], [-12.554644, -12.364503, 10.258264], [-11.876101, -12.570580, 8.648781], [-10.920087, -13.711467, 11.087539], [-10.246361, -14.771728, 9.764879], [-11.289853, -15.389202, 11.156179], [-12.956504, -10.930043, 13.478747], [-12.799073, -10.962339, 14.835435], [-12.340560, -9.779581, 12.989554], [-12.257575, -11.992915, 13.007687], [-14.803931, -11.081074, 13.088625], [-14.996477, -12.490729, 12.924086], [-15.441886, -10.316820, 14.174353], [-14.961474, -10.443854, 11.754877], [-7.382207, -14.616752, 7.689583], [-6.255997, -14.759582, 6.934691], [-8.095288, -15.762230, 7.426974], [-7.111314, -14.549098, 8.971394], [-8.200460, -13.111482, 7.235267], [-7.213284, -12.162508, 7.703588], [-8.367524, -13.109536, 5.807568], [-9.430266, -13.311790, 7.998724], [-19.867955, -10.379323, 8.611016], [-20.162239, -9.273457, 9.352608], [-20.101910, -11.396430, 9.450013], [-20.768587, -10.507293, 7.570502], [-18.125982, -10.302400, 7.812247], [-18.004694, -11.341017, 6.808275], [-18.133192, -8.955247, 7.396291], [-17.234778, -10.525495, 8.945844], [-23.810238, -10.162499, 17.606748], [-23.357792, -10.102275, 18.833329], [-22.821366, -10.260001, 16.747562], [-24.549144, -11.284418, 17.568710], [-24.814050, -8.658087, 17.212492], [-26.012307, -8.811734, 18.021096], [-23.967409, -7.548036, 17.583535], [-25.139105, -8.832041, 15.771316]],
  "forces_ev_per_angstrom": [[-0.2, 0.0, -0.5], [1.6, 0.8, 0.4], [-0.7, -0.5, 1.9], [0.0, -1.2, -0.8], [-1.9, 0.9, 0.6], [1.4, -0.5, 0.4], [0.2, -0.4, -0.3], [0.1, 0.6, -1.2], [-1.2, 1.5, -2.3], [0.4, -1.4, 0.5], [-0.2, -0.2, 0.5], [-0.4, 0.5, -0.6], [-0.1, 0.4, 0.9], [0.1, -0.4, -0.1], [0.0, 0.4, 0.1], [0.0, -0.1, -0.4], [-0.6, 1.0, -0.4], [-0.2, -0.5, 0.2], [-0.3, -1.4, -0.3], [1.5, 0.4, 1.5], [0.0, -0.4, -0.6], [0.5, 0.2, 0.1], [0.1, 1.2, 1.6], [-0.1, -0.8, -0.3], [0.5, 0.4, -0.7], [-1.6, 2.0, -1.0], [0.8, -0.5, -0.9], [0.0, -0.2, 1.1], [-0.7, 0.3, -0.6], [-0.2, 0.4, 1.1], [-0.6, -0.1, -0.4], [0.3, 0.0, -0.7], [0.7, -0.9, 0.0], [1.2, -0.2, 0.3], [-1.4, 1.5, -1.4], [-0.1, 0.8, 1.0], [0.0, -0.7, 0.2], [0.7, -0.6, 0.9], [0.0, 0.2, 0.7], [0.0, -0.5, 0.0], [0.1, -0.3, 0.0], [0.7, 0.0, -0.7], [0.3, 0.4, 0.3], [-0.1, 0.2, 0.3], [0.3, -0.1, 0.6], [-0.2, -0.4, -0.3], [-0.5, -0.9, 0.4], [0.4, -0.2, -0.4], [-0.3, 0.1, 0.1], [0.3, -0.4, -0.3], [1.0, 0.2, 0.7], [-0.1, 0.4, -1.3], [-1.1, -1.6, 0.8], [-0.5, 0.9, -0.1], [-0.5, 2.8, -0.7], [-0.2, -1.1, 0.8], [1.0, -1.5, -1.4], [0.4, -0.1, 0.8], [0.2, -1.4, -2.0], [0.1, -0.1, 0.9], [0.3, 0.7, 0.6], [0.6, -0.8, 0.7], [-0.7, 0.6, -0.2], [-0.5, 0.3, 0.4], [-0.2, -0.2, -0.4], [0.1, 0.8, 0.0], [-0.8, -0.2, -0.6], [0.5, -0.5, -1.2], [0.5, -0.2, -0.4], [0.9, 0.5, 1.3], [-0.8, -1.9, 0.2], [-0.6, 0.6, 0.8], [0.1, 2.1, -1.0], [0.2, -0.6, 0.7], [-1.8, 0.7, -0.4], [1.1, 0.2, 1.4], [1.0, -0.5, -0.4], [-0.1, -0.3, -0.5], [-2.3, -0.2, -2.0], [0.4, -0.1, 0.5], [0.4, -0.1, -0.2], [1.2, 0.3, 1.7]],
  "mulliken_charge": [-0.59, -0.44, -0.35, -0.74, 2.02, -0.10, -0.34, -0.57, -0.62, -0.17, -0.56, 0.21, 0.32, 0.22, 0.48, 0.04, 0.43, 0.39, 0.41, 0.22, 0.30, 0.33, 0.25, -0.03, 0.42, -0.62, -0.42, -0.12, -0.74, 0.57, -0.43, 0.48, -0.36, -0.25, -0.42, -0.54, 0.26, 0.28, 0.22, -0.01, 0.59, 0.34, 0.36, 0.08, 0.54, -0.01, 0.46, 0.25, 0.13, 0.29, 0.58, -0.25, -0.24, -0.22, 1.01, -0.61, -0.74, -0.69, 0.60, -0.26, -0.25, -0.22, 1.05, -0.69, -0.68, -0.56, 0.62, -0.23, -0.25, -0.26, 1.21, -0.69, -0.71, -0.98, 0.62, -0.24, -0.22, -0.24, 1.11, -0.68, -0.65, -0.69],
  "e_lumo_ev": 3.327,
  "charge": -2,
  "max_force_ha_per_bohr": 0.059,
  "mol_weight_g_mol": 864.7,
  "relative_energy_ev": 0.000
}

{
  "formula": "C16H32LaP",
  "method": "ωB97M-V with the def2-TZVPD basis set",
  "species": ["C", "H", "H", "H", "C", "H", "H", "C", "H", "H", "H", "C", "C", "C", "C", "C", "C", "C", "C", "C", "C", "La", "H", "H", "H", "H", "H", "H", "H", "H", "H", "H", "H", "H", "H", "H", "H", "C", "P", "C", "C", "H", "H", "H", "H", "H", "H", "H", "H", "H"],
  "positions_angstrom": [[-0.183007, 0.044042, -2.802027], [-1.160875, -0.271335, -3.264695], [0.114647, 0.990158, -3.281853], [-2.208106, 0.272438, 0.773509], [0.902198, -1.009919, -2.980701], [1.859632, -0.631590, -2.587564], [0.671862, -1.911755, -2.383913], [1.038657, -1.403380, -4.443414], [1.793849, -2.174292, -4.522910], [0.107261, -1.788757, -4.866767], [1.337480, -0.543527, -5.044984], [0.637031, 1.257280, 1.634854], [1.791022, 1.124978, 0.825089], [1.571847, 1.843120, -0.378822], [0.284161, 2.468763, -0.302203], [-0.296991, 2.110691, 0.961729], [-1.678940, 2.459420, 1.431359], [-0.324816, 3.340240, -1.351069], [2.558238, 2.071538, -1.472111], [3.056519, 0.447148, 1.238230], [0.501090, 0.720874, 3.014378], [-0.983583, 0.149501, -0.614146], [-1.379904, 3.566728, -1.129951], [0.210996, 4.303517, -1.400353], [-0.264485, 2.888520, -2.357086], [-2.306029, 2.859743, 0.615344], [-2.194708, 1.571714, 1.858422], [-1.683415, 3.159705, 2.282090], [0.832462, -0.328844, 3.077041], [1.131084, 1.293722, 3.720652], [-0.532274, 0.790904, 3.378022], [3.784015, 0.452622, 0.413141], [3.539909, 0.956322, 2.091484], [2.858491, -0.592436, 1.552863], [2.159766, 1.741893, -2.444354], [2.824831, 3.138839, -1.577948], [3.494541, 1.530937, -1.270166], [-0.918508, -2.968251, 2.990387], [-1.297051, -2.145597, 1.405403], [-1.403740, -3.586555, 0.256034], [-3.120719, -1.854974, 1.683442], [0.098188, -3.376026, 2.948460], [-1.631927, -3.781666, 3.192225], [-0.966359, -2.224980, 3.797568], [-2.305948, -4.182757, 0.478837], [-1.439570, -3.233514, -0.791750], [-0.498270, -4.196160, 0.394054], [-3.630235, -2.816328, 1.877163], [-3.215690, -1.206736, 2.567997], [-3.534624, -1.325979, 0.809010]],
  "forces_ev_per_angstrom": [[-0.4, -1.3, -2.8], [0.6, 0.1, 0.2], [-0.3, 0.1, 0.8], [-1.7, -0.3, 1.0], [-0.3, 0.1, 1.2], [-0.2, -0.1, -0.2], [0.0, 0.1, -0.1], [-0.1, 0.1, -0.4], [0.2, -0.1, -0.1], [0.1, 0.0, 0.2], [0.1, -0.1, 0.0], [0.8, -0.5, -0.2], [-0.8, -0.5, 0.8], [-0.7, 0.7, -0.2], [-0.2, -0.4, 0.4], [-0.4, 0.8, -0.6], [0.6, 0.0, -0.4], [-0.1, 0.3, -0.2], [0.3, -0.2, -0.1], [0.2, -0.2, 0.0], [0.0, -0.2, 0.5], [3.3, 1.9, 0.7], [0.3, 0.0, -0.2], [-0.3, -0.3, -0.1], [0.0, 0.3, 0.3], [0.2, 0.0, 0.5], [0.0, -0.2, -0.1], [0.0, 0.0, -0.2], [-0.1, 0.4, 0.0], [-0.2, -0.2, -0.3], [0.2, -0.1, 0.0], [-0.2, -0.2, 0.4], [-0.3, -0.1, -0.3], [0.2, 0.4, -0.1], [0.2, 0.2, 0.2], [-0.3, -0.3, 0.1], [-0.4, 0.2, -0.2], [0.5, 0.2, 0.1], [-1.3, -0.9, 0.1], [0.1, 0.1, 0.0], [0.5, 0.1, 0.0], [-0.2, 0.0, 0.1], [0.2, 0.3, -0.2], [0.0, -0.3, -0.1], [0.5, 0.2, -0.2], [0.0, -0.4, 0.3], [-0.3, 0.1, -0.2], [0.1, 0.5, -0.2], [-0.1, -0.1, -0.3], [-0.3, -0.4, 0.4]],
  "mulliken_charge": [-1.03, 0.76, 0.43, -0.14, -0.24, 0.25, 0.34, -1.43, 0.39, 0.37, 0.37, 1.47, 0.25, 0.93, -0.30, -0.56, -1.15, -1.19, -1.36, -1.59, -1.44, 1.29, 0.32, 0.37, 0.31, 0.22, 0.63, 0.36, 0.29, 0.38, 0.40, 0.39, 0.35, 0.31, 0.24, 0.35, 0.39, -1.31, 0.58, -1.14, -1.35, 0.40, 0.42, 0.37, 0.40, 0.33, 0.37, 0.45, 0.35, 0.43],
  "e_lumo_ev": [-9.855, -9.762],
  "charge": 2,
  "max_force_ha_per_bohr": 0.075,
  "mol_weight_g_mol": 394.3
}

Short version: electronic energy = -128803.8647, -27239.2685 eV, in the order given.